# 1
Computed, not measured: one molecule with the formula C21H24N2O4S, with ωB97M-V with the def2-TZVPD basis set.

Calculated values
orbital gap: 9.174 eV
relative energy (zero: lowest compared OMol25 entry of this formula, charge and spin): 26.6 kcal/mol
SMILES: CCCCN(C)C(=O)c1ccc2c(c1)N(CC)C(=O)c1ccccc1S2(=O)=O
HOMO energy: -9.244 eV
spin multiplicity: 1
E: -44172.25067 eV

Each line ends with the natural charge from an NBO analysis.
Geometry (Å):
C  2.06445  -0.87498  4.53096  -0.602
C  0.68702  -1.38342  4.12366  -0.390
C  0.44028  -1.19294  2.62745  -0.417
C  -0.93416  -1.71702  2.16698  -0.214
N  -0.85236  -2.98040  1.46975  -0.425
C  -0.69510  -4.17128  2.27347  -0.421
C  -0.85882  -3.09645  0.12428  0.663
O  -0.77245  -4.16109  -0.45641  -0.609
C  -0.98711  -1.81165  -0.65050  -0.072
C  -2.22213  -1.43399  -1.16964  -0.206
C  -2.31508  -0.28308  -1.93013  -0.159
C  -1.18430  0.46451  -2.19419  -0.374
C  0.06259  0.09702  -1.69934  0.275
C  0.14556  -1.06009  -0.92548  -0.244
N  1.22988  0.81816  -1.99729  -0.473
C  2.28439  0.07958  -2.68899  -0.216
C  1.78493  -0.44377  -4.02900  -0.630
C  1.42180  2.15193  -1.78590  0.679
O  2.47943  2.69646  -2.02845  -0.589
C  0.32725  2.93280  -1.12956  -0.136
C  0.62945  3.67921  0.00646  -0.161
C  -0.32522  4.50630  0.57238  -0.191
C  -1.58395  4.62176  0.00129  -0.197
C  -1.88845  3.89754  -1.13910  -0.211
C  -0.93147  3.07159  -1.69400  -0.234
S  -1.33587  2.01567  -3.08008  2.187
O  -0.33506  2.10578  -4.10466  -0.920
O  -2.70970  2.21251  -3.44949  -0.932
H  2.84473  -1.41680  4.00109  0.203
H  2.21955  -1.00844  5.59849  0.212
H  2.16505  0.18288  4.29896  0.202
H  0.60217  -2.44033  4.38240  0.195
H  -0.07848  -0.84205  4.68431  0.196
H  1.22092  -1.70928  2.06550  0.203
H  0.51842  -0.12985  2.39167  0.209
H  -1.58492  -1.85290  3.03681  0.199
H  -1.40759  -0.99023  1.50446  0.222
H  -1.49227  -4.22991  3.01622  0.197
H  -0.74967  -5.03249  1.60994  0.251
H  0.27088  -4.17374  2.78144  0.193
H  -3.09448  -2.03792  -0.97445  0.231
H  -3.25173  0.05314  -2.34655  0.250
H  1.10024  -1.37115  -0.53037  0.229
H  3.10048  0.78887  -2.83751  0.251
H  2.63730  -0.74080  -2.05796  0.189
H  1.05058  -1.23485  -3.88860  0.206
H  2.61829  -0.83893  -4.60314  0.218
H  1.32114  0.36729  -4.58596  0.239
H  1.61880  3.60568  0.43193  0.232
H  -0.08202  5.07395  1.45794  0.221
H  -2.32123  5.27703  0.43913  0.223
H  -2.85193  3.96015  -1.62022  0.247

***

# 2
Computed, not measured: one molecule with the formula C6H6N2O2 at a distorted geometry, with ωB97M-V with the def2-TZVPD basis set.

Calculated values
orbital gap: 9.572 eV
relative energy (zero: lowest compared OMol25 entry of this formula, charge and spin): 125.9 kcal/mol
SMILES: O=[N+]([O-])Nc1ccccc1
HOMO energy: -9.378 eV
spin multiplicity: 1
E: -13389.16845 eV

Each line ends with the natural charge from an NBO analysis.
Geometry (Å):
O  0.56394  3.74337  0.33764  -0.406
N  0.35434  2.78100  -0.47594  0.640
O  0.74107  2.46048  -1.51972  -0.271
N  -0.82258  1.86022  0.14386  -0.489
C  -0.37260  0.47928  0.07988  0.058
C  -0.55373  -0.28285  -1.11902  -0.189
C  -0.36369  -1.71029  -1.08673  -0.218
C  0.05468  -2.32936  0.09745  -0.207
C  0.48860  -1.59239  1.15789  -0.218
C  0.42387  -0.16106  1.05196  -0.216
H  -0.78728  2.20046  1.14673  0.390
H  -1.15024  0.23428  -1.97129  0.238
H  -0.70197  -2.41891  -1.81024  0.221
H  0.24487  -3.42850  -0.00898  0.217
H  0.76354  -2.11030  2.02829  0.219
H  1.11720  0.27458  1.94823  0.232

***

# 3
Computed, not measured: C53H55GeN7O4S3SeSn as an isolated structure at a distorted geometry, with ωB97M-V with the def2-TZVPD basis set.

Calculated values
⟨S²⟩: 0.787
orbital gap (spin up / spin down): 4.875 / 6.936 eV
HOMO energy (spin up / spin down): -2.765 / -5.167 eV
spin multiplicity: 2
E: -234676.13588 eV
charge: -1

Each line ends with the Mulliken spin population.
Geometry (Å):
Sn  0.32329  0.38647  -0.87784  -0.053
S  -5.31990  3.29974  1.65310  0.012
C  -6.57358  4.31715  2.23173  0.047
C  -6.21790  5.62501  2.16335  -0.028
C  -4.91318  5.81055  1.63448  0.072
C  -4.28043  4.63882  1.30223  -0.041
C  -2.95155  4.45664  0.73798  0.071
C  -2.39901  3.19150  0.47198  -0.024
N  -1.19925  2.96788  -0.03615  0.116
C  -0.39777  4.04920  -0.31016  0.074
C  -0.87978  5.37922  -0.07660  0.075
C  -0.02389  6.49712  -0.36145  -0.052
C  1.23237  6.31398  -0.78689  0.005
C  1.77184  4.99285  -0.97620  -0.027
C  3.09453  4.80405  -1.30581  0.179
C  3.60677  3.50213  -1.47847  0.076
C  2.69166  2.46442  -1.36753  0.010
N  1.41773  2.58546  -1.02895  0.146
C  0.91497  3.85635  -0.77829  0.183
C  5.00884  3.21310  -1.71511  -0.065
C  5.61940  2.00121  -1.93408  0.062
C  7.02802  2.09208  -2.07507  -0.042
C  7.49150  3.36473  -1.96154  0.065
S  6.20584  4.47278  -1.68438  0.015
C  -2.14117  5.55620  0.43290  0.031
H  -7.49797  3.88311  2.57992  0.004
H  -6.85756  6.43541  2.48489  -0.001
H  -4.46441  6.78514  1.50124  0.011
H  -2.97618  2.30079  0.72610  -0.015
H  -0.41886  7.49554  -0.20978  -0.003
H  1.88114  7.15952  -0.98615  -0.001
H  3.74046  5.66615  -1.43371  0.034
H  3.01732  1.44657  -1.56023  -0.024
H  5.06675  1.07499  -2.01775  0.022
H  7.67243  1.24206  -2.25818  -0.001
H  8.50558  3.72549  -2.03127  0.005
H  -2.49949  6.56307  0.61205  0.026
O  -2.22158  -0.08959  -1.50161  0.010
H  -2.48103  -0.98960  -1.21677  0.002
H  -2.80666  0.52515  -1.04200  -0.003
O  0.07629  1.03867  2.32111  0.004
H  -0.30504  1.75110  1.78847  0.004
H  -0.56757  0.31636  2.25019  0.000
Se  0.46012  -3.13468  -1.10207  0.000
C  -1.31080  -3.12128  -1.28237  0.000
N  -2.47395  -3.06206  -1.29655  0.000
C  4.08649  -2.91163  -0.46313  0.000
N  4.66320  -1.63909  -0.05637  0.000
C  5.78701  -1.22370  -0.88384  0.000
C  3.77253  -0.70011  0.44539  0.001
O  2.55343  -0.84122  0.31263  0.002
N  4.31518  0.34920  1.12545  0.000
C  3.45750  1.40797  1.63555  0.001
C  5.67969  0.38589  1.61413  -0.002
H  4.87166  -3.66920  -0.43737  0.000
H  3.66972  -2.87206  -1.47596  0.000
H  3.29560  -3.19319  0.22738  0.000
H  5.57513  -1.43368  -1.93838  0.000
H  6.69417  -1.76697  -0.60563  0.000
H  5.97096  -0.15698  -0.78872  0.001
H  2.42527  1.22225  1.36060  0.000
H  3.77631  2.37600  1.23914  0.004
H  3.51312  1.43512  2.72644  0.000
H  6.14837  -0.58895  1.51993  0.000
H  5.66655  0.65886  2.67202  0.000
H  6.27663  1.13420  1.08254  0.002
C  -2.81204  0.62102  -5.22844  0.000
N  -1.47602  0.05747  -5.16264  0.000
C  -1.52369  -1.31567  -4.66297  0.000
C  -0.61080  0.92235  -4.36113  -0.006
C  0.78952  0.37026  -4.21433  -0.011
C  1.52662  0.15603  -5.37933  0.000
C  2.80728  -0.36731  -5.32583  0.000
C  3.35337  -0.69055  -4.09049  0.003
C  2.61461  -0.47160  -2.93749  0.005
C  1.32127  0.06908  -2.95479  0.002
H  -3.44187  -0.00528  -5.86258  0.000
H  -2.76854  1.62208  -5.66410  0.000
H  -3.28674  0.69176  -4.23602  0.000
H  -2.18513  -1.90262  -5.30308  0.000
H  -1.89873  -1.37800  -3.63605  0.000
H  -0.52943  -1.75906  -4.69955  0.000
H  -1.02967  1.09554  -3.35648  0.010
H  -0.56898  1.88882  -4.87425  0.001
H  1.06993  0.39055  -6.33530  0.000
H  3.37013  -0.53607  -6.23638  0.000
H  4.34821  -1.12042  -4.03010  0.000
H  3.05130  -0.75655  -1.98363  0.002
C  -3.63479  -0.66698  6.30878  0.000
C  -2.39517  -1.14487  5.90352  0.000
C  -2.25288  -1.71956  4.64837  0.000
C  -3.33689  -1.82601  3.77604  0.000
C  -4.57760  -1.35679  4.20492  0.000
C  -4.72624  -0.77884  5.46024  0.000
Ge  -3.04832  -2.53909  1.95635  0.000
C  -4.55000  -1.90137  0.86164  0.000
C  -5.23966  -2.77510  0.02199  0.000
C  -6.26270  -2.32085  -0.79358  0.000
C  -6.62331  -0.98277  -0.77796  0.000
C  -5.96372  -0.10269  0.06617  0.000
C  -4.93000  -0.56197  0.87840  -0.001
C  -3.07111  -4.49837  1.99843  0.000
C  -2.89525  -5.25802  0.84202  0.000
C  -2.92033  -6.64407  0.89647  0.000
C  -3.13240  -7.28978  2.10807  0.000
C  -3.31561  -6.54276  3.26307  0.000
C  -3.28598  -5.15547  3.20699  0.000
H  -3.74738  -0.20536  7.28234  0.000
H  -1.53589  -1.05961  6.55722  0.000
H  -1.28183  -2.09268  4.33826  0.000
H  -5.43760  -1.43636  3.54912  0.000
H  -5.69519  -0.40319  5.76800  0.000
H  -4.95608  -3.82042  -0.00809  0.000
H  -6.77281  -3.01255  -1.45325  0.000
H  -7.41577  -0.62428  -1.42391  0.000
H  -6.24515  0.93953  0.09431  0.000
H  -4.41929  0.13203  1.54031  0.001
H  -2.71862  -4.75893  -0.10490  0.000
H  -2.77120  -7.22078  -0.00824  0.000
H  -3.15030  -8.37193  2.15463  0.000
H  -3.48184  -7.04448  4.20918  0.000
H  -3.42159  -4.57832  4.11570  0.000
O  -0.12157  -3.74563  2.22642  0.000
S  -0.08906  -2.42982  1.58715  -0.001
N  -1.43578  -1.70718  1.51962  0.000

***

# 4
Computed, not measured: one molecule with the formula C4H10N2 at a distorted geometry, with ωB97M-V with the def2-TZVPD basis set.

Calculated values
orbital gap: 4.258 eV
relative energy (zero: lowest compared OMol25 entry of this formula, charge and spin): 238.3 kcal/mol
HOMO energy: -6.908 eV
spin multiplicity: 1
E: -7280.28651 eV

Each line ends with the natural charge from an NBO analysis.
Geometry (Å):
C  2.13211  0.72516  -0.11626  -0.382
C  1.15942  1.07680  0.93504  -0.577
C  -0.27885  0.24303  0.72600  -0.210
N  -2.39098  -1.08167  -0.10399  -0.618
C  -1.35277  -0.87627  -1.08453  -0.129
N  -0.59260  0.30327  -0.67582  -0.543
H  2.74822  -0.10033  0.15703  0.194
H  1.67823  0.22702  1.30868  0.254
H  0.49551  0.59933  -0.90129  0.371
H  0.76918  1.95827  1.64084  0.273
H  2.25901  1.39729  -0.99968  0.202
H  -1.08621  0.74193  1.26166  0.205
H  -0.23385  -0.85692  1.06896  0.199
H  -0.63434  -1.64143  -1.15659  0.208
H  -2.75845  -2.11401  -0.09680  0.330
H  -1.91361  -0.60148  -1.96324  0.222

***

> Which of these has the highest E?

C4H10N2

***

> Among the records above, which one has the lowest E?

C53H55GeN7O4S3SeSn